1.
One molecule with the formula C27H26N4O2. Source: OMol25; level of theory: ωB97M-V with the def2-TZVPD basis set.

The multiplicity is 1. The value obtained for the relative energy (zero: lowest compared OMol25 entry of this formula, charge and spin) is 0.868 eV. The net charge is 0. Its electronic energy is -1413.985155 a.u. Its SMILES is COc1ccc(Nc2nnc(-c3ccccc3)c3ccccc23)cc1C(=O)N1CCCCC1. For the HOMO-LUMO gap, the calculation gives 7.7 eV. For the strongest force on any atom, the calculation gives 1.50 eV/A.

The geometry in XYZ format:
```
59
C27H26N4O2 | OMol25 | ωB97M-V with the def2-TZVPD basis set
C -0.737 -2.646 -5.150
O -0.799 -3.619 -4.134
C -0.757 -3.256 -2.824
C -0.948 -4.316 -1.930
C -0.929 -4.126 -0.569
C -0.712 -2.853 -0.039
N -0.705 -2.686 1.344
C -0.709 -1.508 2.047
N 0.027 -1.522 3.142
N 0.194 -0.439 3.862
C -0.374 0.696 3.543
C 0.028 1.865 4.334
C 0.315 3.084 3.723
C 0.715 4.167 4.483
C 0.835 4.048 5.858
C 0.569 2.834 6.470
C 0.174 1.746 5.714
C -1.363 0.771 2.507
C -2.215 1.872 2.313
C -3.194 1.827 1.355
C -3.384 0.672 0.588
C -2.587 -0.427 0.773
C -1.546 -0.391 1.718
C -0.478 -1.807 -0.921
C -0.503 -1.986 -2.302
C -0.328 -0.716 -3.087
O -1.287 -0.081 -3.492
N 0.945 -0.295 -3.249
C 2.123 -0.985 -2.781
C 2.823 -0.163 -1.697
C 3.147 1.231 -2.231
C 1.875 1.899 -2.747
C 1.212 1.015 -3.802
H 0.230 -2.132 -5.157
H -1.537 -1.908 -5.055
H -0.857 -3.196 -6.082
H -1.121 -5.294 -2.348
H -1.088 -4.961 0.097
H -0.298 -3.447 1.873
H 0.250 3.175 2.648
H 0.939 5.108 4.000
H 1.142 4.898 6.449
H 0.672 2.735 7.540
H -0.028 0.793 6.176
H -2.103 2.741 2.943
H -3.841 2.678 1.202
H -4.177 0.643 -0.144
H -2.768 -1.329 0.211
H -0.277 -0.817 -0.540
H 1.847 -1.970 -2.401
H 2.806 -1.116 -3.631
H 3.734 -0.675 -1.384
H 2.166 -0.080 -0.828
H 3.598 1.837 -1.443
H 3.870 1.147 -3.046
H 2.104 2.874 -3.180
H 1.178 2.049 -1.920
H 0.259 1.436 -4.127
H 1.872 0.908 -4.671
```

2.
C7H19HgN2 as an isolated structure. Source: OMol25; level of theory: ωB97M-V with the def2-TZVPD basis set.

The multiplicity is 1. The value obtained for the relative energy (zero: lowest compared OMol25 entry of this formula, charge and spin) is 0.000 eV. The net charge is -1. Its electronic energy is -540.912147 a.u. For the HOMO-LUMO gap, the calculation gives 6.6 eV. For the strongest force on any atom, the calculation gives 2.03 eV/A.

The geometry in XYZ format:
```
29
C7H19HgN2 | OMol25 | ωB97M-V with the def2-TZVPD basis set
C 1.569 -0.612 -3.307
Hg 0.646 -0.922 -1.362
N -1.257 0.465 1.843
N -1.173 1.077 -0.809
H -0.505 1.125 1.980
H -0.914 -1.547 -0.823
H 2.074 -1.549 -3.600
H 1.902 0.383 -3.660
H 0.496 -0.703 -3.435
H -0.765 1.874 -0.318
H -1.899 0.692 -0.199
H -1.558 1.374 -1.692
H -1.717 0.295 2.740
H -0.853 -0.430 1.564
C 3.879 -2.356 2.992
C 2.756 -1.329 3.106
C 1.814 -1.725 4.238
C 3.339 -0.008 3.574
C 2.043 -1.108 1.762
C 1.565 -0.910 0.641
H 4.413 -2.495 3.927
H 4.591 -2.057 2.228
H 3.513 -3.326 2.673
H 2.381 -1.909 5.152
H 1.117 -0.914 4.419
H 1.198 -2.588 4.022
H 3.927 0.495 2.814
H 2.528 0.676 3.798
H 3.933 -0.155 4.479
```

3.
C23H26Br2N4O2PtSSi as an isolated structure. Source: OMol25; level of theory: ωB97M-V with the def2-TZVPD basis set.

The multiplicity is 3. The net charge is 0. Its electronic energy is -7216.576936 a.u. For the HOMO-LUMO gap (spin up / spin down), the calculation gives 6.7 / 6.7 eV. For the strongest force on any atom, the calculation gives 0.66 eV/A.

The geometry in XYZ format:
```
60
C23H26Br2N4O2PtSSi | OMol25 | ωB97M-V with the def2-TZVPD basis set
Pt -0.055 -0.206 -0.036
C 0.189 -0.308 -3.403
C 0.327 -1.687 -2.832
C 0.162 -2.845 -3.615
C 0.234 -4.082 -3.035
C 0.480 -4.202 -1.650
C 0.522 -5.408 -0.924
Br 0.199 -7.068 -1.807
C 0.756 -5.412 0.427
C 0.950 -4.217 1.115
Br 1.271 -4.246 2.981
C 0.907 -2.960 0.494
O 1.054 -1.847 1.111
C 0.671 -2.995 -0.933
N 0.582 -1.787 -1.543
H 0.139 -0.324 -4.490
H 1.027 0.318 -3.095
H -0.721 0.153 -3.010
H -0.032 -2.740 -4.673
H 0.092 -4.970 -3.635
H 0.787 -6.351 0.964
C -5.115 2.294 1.559
Si -5.421 1.237 0.032
C -5.204 2.163 -1.594
C -7.199 0.605 0.101
C -4.252 -0.255 0.059
C -4.731 -1.559 0.112
C -3.868 -2.650 0.158
C -2.509 -2.407 0.150
N -2.026 -1.168 0.088
C -2.857 -0.107 0.043
S -1.977 1.391 -0.046
H -5.882 3.068 1.646
H -4.142 2.782 1.519
H -5.153 1.682 2.462
H -5.968 2.937 -1.698
H -5.304 1.478 -2.438
H -4.225 2.640 -1.655
H -7.880 1.459 0.075
H -7.404 0.051 1.020
H -7.442 -0.034 -0.751
H -5.802 -1.732 0.118
H -4.237 -3.664 0.207
H -1.790 -3.215 0.199
N 1.767 0.881 -0.091
C 2.876 0.603 0.102
N 4.125 0.284 0.308
C 4.690 -0.929 -0.287
C 5.647 -0.538 -1.407
O 6.627 0.375 -0.944
C 6.038 1.566 -0.454
C 5.123 1.268 0.728
H 3.885 -1.559 -0.663
H 5.237 -1.468 0.489
H 5.082 -0.089 -2.236
H 6.179 -1.415 -1.772
H 5.453 2.048 -1.250
H 6.851 2.226 -0.158
H 4.630 2.174 1.074
H 5.706 0.836 1.543
```

4.
One molecule with the formula C6H10O. Source: OMol25; level of theory: ωB97M-V with the def2-TZVPD basis set.

The multiplicity is 1. The value obtained for the relative energy (zero: lowest compared OMol25 entry of this formula, charge and spin) is 2.644 eV. The net charge is 0. Its electronic energy is -309.745220 a.u. Its SMILES is C=C[C@]1(C)O[C@@H]1C. For the HOMO-LUMO gap, the calculation gives 11.0 eV. For the strongest force on any atom, the calculation gives 4.44 eV/A.

The geometry in XYZ format:
```
17
C6H10O | OMol25 | ωB97M-V with the def2-TZVPD basis set
C 2.142 -0.980 0.308
C 0.983 -0.645 0.854
C -0.055 0.677 0.284
C 0.564 1.961 -0.270
O -1.226 0.698 1.055
C -1.361 0.215 -0.221
C -1.668 -1.272 -0.364
H 2.737 -1.836 0.580
H 2.629 -0.546 -0.588
H 0.461 -1.199 1.590
H -0.306 2.699 -0.488
H 1.130 1.935 -1.188
H 1.227 2.419 0.416
H -2.003 0.815 -0.831
H -2.108 -1.433 -1.274
H -2.370 -1.644 0.322
H -0.777 -1.864 -0.187
```

5.
One molecule with the formula C22H28N2O3S2. Source: OMol25; level of theory: ωB97M-V with the def2-TZVPD basis set.

The multiplicity is 1. The value obtained for the relative energy (zero: lowest compared OMol25 entry of this formula, charge and spin) is 0.578 eV. The net charge is 0. Its electronic energy is -1986.752597 a.u. Its SMILES is Cc1ccc(S(=O)(=O)N2CCN(C(=O)CSc3cc(C)ccc3C)CC2)c(C)c1. For the HOMO-LUMO gap, the calculation gives 9.2 eV. For the strongest force on any atom, the calculation gives 1.01 eV/A.

The geometry in XYZ format:
```
57
C22H28N2O3S2 | OMol25 | ωB97M-V with the def2-TZVPD basis set
C 3.901 4.824 3.088
C 3.145 3.543 3.261
C 3.752 2.321 2.985
C 3.052 1.147 3.169
C 1.744 1.169 3.626
S 0.972 -0.454 3.702
O -0.127 -0.490 4.623
O 2.006 -1.435 3.843
N 0.321 -0.681 2.177
C -0.790 0.165 1.813
C -1.524 -0.466 0.628
N -0.591 -0.680 -0.459
C -0.682 0.089 -1.569
O -1.598 0.873 -1.738
C 0.377 -0.093 -2.636
S 0.270 -1.752 -3.403
C -1.338 -1.565 -4.169
C -1.395 -0.839 -5.348
C -2.603 -0.618 -5.988
C -2.672 0.189 -7.248
C -3.752 -1.152 -5.416
C -3.686 -1.887 -4.249
C -2.479 -2.115 -3.598
C -2.450 -2.905 -2.327
C 0.509 -1.532 -0.075
C 1.257 -0.891 1.100
C 1.111 2.371 3.917
C -0.294 2.465 4.425
C 1.839 3.544 3.726
H 3.224 5.670 3.009
H 4.551 4.987 3.948
H 4.528 4.785 2.200
H 4.772 2.294 2.632
H 3.508 0.188 2.984
H -1.443 0.233 2.682
H -0.444 1.172 1.528
H -2.317 0.193 0.271
H -1.942 -1.430 0.932
H 0.207 0.650 -3.415
H 1.389 0.005 -2.246
H -0.480 -0.444 -5.767
H -3.433 -0.205 -7.917
H -2.932 1.222 -7.012
H -1.714 0.190 -7.762
H -4.708 -0.993 -5.895
H -4.591 -2.296 -3.823
H -2.759 -2.270 -1.496
H -1.450 -3.280 -2.125
H -3.140 -3.743 -2.387
H 1.183 -1.714 -0.909
H 0.097 -2.491 0.255
H 2.035 -1.555 1.474
H 1.709 0.061 0.775
H -0.964 2.770 3.621
H -0.628 1.512 4.819
H -0.353 3.219 5.208
H 1.362 4.487 3.954
```

6.
One molecule with the formula C3H8N2S3. Source: OMol25; level of theory: ωB97M-V with the def2-TZVPD basis set.

The multiplicity is 1. The value obtained for the relative energy (zero: lowest compared OMol25 entry of this formula, charge and spin) is 2.036 eV. The net charge is 0. Its electronic energy is -1423.073938 a.u. Its SMILES is CS[C@H]1NN[C@H](S)S1. For the HOMO-LUMO gap, the calculation gives 8.8 eV. For the strongest force on any atom, the calculation gives 4.10 eV/A.

The geometry in XYZ format:
```
16
C3H8N2S3 | OMol25 | ωB97M-V with the def2-TZVPD basis set
C -2.812 1.238 0.436
S -1.711 0.240 -0.727
C -0.433 -0.579 0.356
N 0.317 -1.468 -0.300
N 1.114 -0.810 -1.288
C 1.994 0.118 -0.595
S 3.442 -0.783 0.039
S 1.012 1.101 0.577
H -3.756 1.566 0.076
H -2.079 1.977 0.587
H -2.982 0.718 1.315
H -0.650 -0.651 1.439
H 0.766 -2.264 0.135
H 0.393 -0.412 -1.887
H 2.248 0.741 -1.498
H 3.137 -0.731 1.334
```